Formula: C36H58F9IN7O8PS
Source: the OMol25 dataset
Level of theory: ωB97M-V/def2-TZVPD

Output
DFT total energy, eV: -117742.6052
HOMO energy, eV: -8.856
Total charge: 0
LUMO energy, eV: -2.56
SMILES string: CC[C@@H](F)c1c(S(=O)(=O)C(F)(F)C(F)(F)C(F)(F)F)c(CCC(C)C)c(I)c2nc([PH2]=O)c(CCF)nc12.CN(C)C=O.CN(C)C=O.CN(C)C=O.CN(C)C=O.CN(C)C=O
Spin multiplicity: 1

XYZ file:
```
121
Properties=species:S:1:pos:R:3:forces:R:3:mulliken_charge:R:1
C -0.8086 1.9583 5.7537 -0.0958 -0.2179 -0.1050 -1.019
F 0.4052 0.5127 1.0812 -1.0704 -1.0129 -2.9715 -0.444
H -6.1322 4.4634 6.4439 0.0621 0.0400 0.2083 0.332
C 2.4520 -3.3694 1.2324 -0.9324 1.4713 -2.6136 -0.041
C -6.6696 1.9255 5.6489 0.2104 0.6602 0.5098 0.078
H 1.5801 -7.7103 6.3625 0.0851 -0.1080 -0.1425 0.292
H -0.9230 -1.4498 -4.3926 0.1294 -0.4731 -2.2598 -0.239
H -4.5122 4.0526 7.0804 -0.1350 -0.1620 -0.0932 0.363
F 0.8979 5.4931 -1.4348 1.0536 -0.2785 -5.2230 -0.157
C -5.5212 3.6755 6.8945 -0.3550 -0.0667 0.0136 -1.070
H 2.3421 -5.1088 2.8597 0.2405 2.6106 -0.4562 0.230
H 0.2369 4.9451 1.0722 -0.2009 -0.0557 0.1397 0.359
H -0.7943 0.9965 -0.6193 1.3690 -1.8790 0.6239 0.001
H -1.2857 2.2953 8.2770 0.0340 0.0338 -0.1260 0.300
H -0.9961 -1.6006 1.2058 -0.9078 1.2819 -2.1960 0.214
C 3.5472 -3.2155 3.6616 0.0811 -0.2897 0.5300 -0.021
H 4.0723 -2.3801 3.0207 -1.3216 -1.3888 1.5389 0.281
H -3.1741 4.8823 3.4776 0.0551 0.1164 -0.0279 0.240
H -5.9809 3.3707 7.8396 0.0630 0.2292 -0.0302 0.334
H -0.9426 7.2200 -7.6163 -0.2005 0.1102 -0.0106 0.302
O 4.1728 -6.8201 3.7233 -0.3689 -0.3162 0.8008 -0.594
H -0.4562 6.6998 2.7874 -0.1068 0.1873 -0.0530 0.337
H 2.2111 0.8205 -5.5085 0.0046 -2.7554 0.6089 -0.035
C 0.5879 4.0553 -3.6199 0.7522 0.2074 -2.0970 0.704
H 4.9850 -5.3099 2.3545 -0.1808 0.5132 -0.9667 0.037
C 0.3940 -3.5013 -7.1404 1.5380 0.0003 0.0579 -1.083
C -1.5408 1.2568 8.0105 -0.0352 -0.7596 -0.4191 0.148
O -7.7833 2.2613 6.0325 0.9505 -0.0515 -0.1633 -0.592
H 1.1090 -0.6082 -7.2864 0.9477 -1.4922 2.0183 0.266
C -1.4713 6.6643 -8.3961 0.1250 -0.2166 0.0540 -0.872
N -1.4777 4.9612 2.2849 -1.2222 -0.5664 0.8323 0.221
C -1.4208 -1.0330 0.2458 0.4181 0.2158 0.6154 -0.661
C 3.1260 -9.4185 3.8349 0.2287 0.0922 -0.3395 -0.923
O 0.4893 4.5637 -10.6016 -0.5739 0.6362 0.6179 -0.576
H 0.8826 4.5566 -7.8466 -0.1051 -0.1556 0.1196 0.305
N 3.8709 -3.7069 -1.1700 -5.0971 2.7525 5.1713 -0.370
H -1.8404 -1.7048 -2.0045 0.2604 -0.7684 2.2501 0.096
F 0.3074 6.5744 -3.4798 2.7939 -3.7210 2.2499 -0.233
H 1.2598 -3.6240 3.2831 2.3360 -0.2234 -1.2965 0.308
I 4.6588 -3.0702 -4.4009 -1.7326 1.1747 1.2470 0.075
H -2.3545 -0.3856 0.6050 2.0036 -1.4755 -0.9654 0.404
O 3.6094 -6.8589 0.9913 2.7951 4.3723 -0.2894 -0.584
N -0.6311 5.5740 -8.8461 0.2743 0.1280 -1.3570 0.180
H -1.0219 -3.0451 -0.8126 -1.6181 2.1076 -0.5118 0.205
H -0.9686 3.6668 0.7387 0.2355 -0.0140 0.0529 0.282
H -1.5368 2.1025 4.9503 0.2539 0.1181 -0.0698 0.431
F 1.7641 3.5695 -4.4346 -4.1838 1.3922 2.5308 -0.283
H 2.5805 -10.3336 4.0800 0.0617 0.2379 0.0605 0.392
N -5.4853 2.5375 5.9996 -1.1551 -0.7929 -0.4866 0.157
C -2.4633 4.2438 2.9284 0.7788 0.0610 -0.6123 0.069
H -3.5761 1.7958 6.3512 0.0024 -0.0374 -0.1866 0.425
N 2.7504 -8.3437 4.7300 0.5945 1.6202 0.0081 0.108
C -4.2047 2.0795 5.5022 -0.0991 0.2780 0.2587 -0.623
C -0.2625 0.0466 -0.1923 -0.2111 -0.4297 0.4542 0.577
H -2.2274 6.8133 2.9508 0.1075 -0.1463 -0.0908 0.309
O -0.2544 1.4285 -4.9665 1.7382 0.0169 5.1788 -0.480
H 2.5023 -1.8626 -7.0917 -1.7078 1.2644 1.4751 0.310
C 0.6641 -2.4403 -5.8752 -1.3682 -0.4607 -1.4390 0.679
H -1.7121 7.3426 -9.2192 0.0886 -0.1653 0.0833 0.304
C 0.9743 -0.1161 -2.8456 3.0846 -3.5258 3.5707 0.448
H -1.0113 -1.0847 6.7459 -0.1572 -0.0680 -0.1400 0.350
C 3.5406 -4.0652 0.2492 -0.1673 2.1706 -1.5450 0.221
C 3.3382 -7.1068 4.5727 -0.2640 -1.0499 -0.0928 0.070
O -2.5755 3.0242 2.9180 0.3534 0.7920 -0.2146 -0.584
H 0.0562 3.5601 2.1891 0.0472 -0.0253 -0.2450 0.275
O -1.6554 0.6935 -3.0563 5.5763 2.3574 0.1618 -0.616
C 2.9573 -2.5793 -1.5709 -0.5172 0.9373 -1.6963 0.683
C -0.8562 -1.8715 -5.4821 0.4144 -1.2208 0.0783 -0.731
H -1.2090 -1.1216 -6.3177 0.6819 -1.3687 1.9018 0.186
H -1.4859 6.8070 1.3301 0.0234 0.1739 0.1374 0.315
N 1.5786 -2.2439 0.7651 4.3683 -3.4478 -2.5661 0.052
H -6.5296 1.0722 4.9657 0.1395 0.0311 0.0092 0.331
F -1.0426 3.2758 -1.8169 4.2036 -1.2480 -2.3164 -0.231
H -0.6324 2.9144 6.2540 -0.0502 -0.1752 0.0340 0.265
F 2.5213 5.7003 -3.3244 -5.0591 -0.8035 2.1856 -0.219
H 1.1331 -3.1082 -5.0224 -0.8657 1.8245 -1.5386 0.199
H 5.7676 -5.8039 0.2260 -1.0351 0.8558 0.4940 0.116
C 1.8237 -1.8407 -0.6636 0.1626 -0.3373 -0.1717 -0.173
C -1.4128 6.4066 2.3454 0.0842 -0.1533 -0.0796 -0.941
P 4.5473 -5.5530 1.0040 -3.2671 -4.4965 -0.7409 0.453
C 0.8404 -0.6240 -1.2567 1.6278 -0.1364 -1.9590 -0.277
C 3.1169 -2.0466 -3.1491 -3.2126 2.3967 1.6158 -1.132
H 4.2021 -9.5957 3.9234 -0.1277 -0.1111 -0.1429 0.281
H 0.1334 1.5939 5.3340 -0.0243 0.1915 -0.0937 0.365
H 0.8347 -8.9230 5.2899 -0.0211 -0.0043 0.2132 0.344
N -1.3222 0.9706 6.6799 -0.0196 0.4902 1.3762 0.139
H -3.7281 2.8938 4.9488 0.0589 -0.3260 -0.0151 0.015
H -2.8571 -2.5697 -0.6355 2.2847 0.9089 -0.6856 0.347
H 2.9825 -6.3629 5.3039 -0.1096 -0.0768 0.0477 0.331
C 1.0976 5.4484 -2.9016 0.4935 3.1619 -0.4345 0.472
H -0.5663 3.5929 -8.2167 0.1387 0.0130 0.1988 0.324
F -0.5562 4.4472 -4.5186 3.9640 -1.8942 3.2054 -0.239
C 0.1969 2.8545 -2.5591 -0.4185 1.1026 2.8195 0.431
C -0.2107 4.5737 -7.8869 0.1456 -0.1837 -0.1860 -0.887
S -0.2103 1.2065 -3.4365 -6.0483 -3.7717 -4.2990 1.062
C -1.6153 -0.3607 6.1908 -0.0669 -0.1167 0.2786 -1.044
F 1.3030 2.5802 -1.5673 -3.5998 1.3594 -3.2954 -0.266
C 2.4067 -0.3482 -5.3598 1.2343 0.1812 0.4819 -0.483
H 2.9018 -9.1198 2.8065 0.1416 -0.1477 0.0420 0.289
C 1.7685 -8.6045 5.7620 0.0953 -0.0623 -0.1336 -0.923
H -0.7376 -3.7594 -7.2873 2.3107 0.4860 0.2201 0.330
H -4.3238 1.2174 4.8402 -0.0382 0.1958 0.0576 0.218
H -0.5944 6.2696 -10.8009 -0.0596 0.0480 0.1035 0.268
C 2.1590 -0.8310 -3.7858 0.6462 -1.2180 1.9641 0.460
O -1.9719 0.4702 8.8446 0.2947 0.4638 -0.8575 -0.588
F 3.0412 -2.6285 4.9582 0.9304 -1.1840 -2.9900 -0.359
H 1.0382 -4.4776 -6.9113 -1.6321 1.9231 -0.5995 0.247
H -2.3985 6.2518 -7.9881 -0.0228 0.2263 0.0306 0.307
H -1.3934 -0.4373 5.1232 -0.0093 0.1425 0.1942 0.379
C -0.2193 5.4581 -10.1565 0.1619 -0.4863 0.6125 0.091
H -2.6735 -0.5785 6.3641 0.1097 -0.1629 -0.0693 0.315
H -1.5689 -2.8285 -5.5012 1.4497 2.1716 0.0537 0.490
H 4.3727 -3.9945 3.9816 -1.9060 1.4766 -0.5737 0.131
C 2.3029 -3.9206 2.7990 0.1708 0.4808 -0.1460 -0.551
C 1.6598 -1.2864 -6.4725 0.2879 -0.5321 -0.3952 -0.743
C -0.4738 4.2476 1.5231 -0.0729 -0.3663 0.0489 -0.900
C -1.7864 -2.1339 -0.9135 -0.4861 -0.5452 0.8650 -0.734
H 2.1413 -9.4012 6.4122 -0.1995 0.0612 0.0694 0.340
H 0.8863 -3.0423 -8.1256 -1.4248 -1.0226 1.9795 0.272
H 3.5777 -0.4617 -5.5657 -2.5283 0.1694 0.7568 0.407
H -0.6125 4.7968 -6.8951 0.0375 0.0262 -0.2949 0.248
```
Positions in Å, forces in eV/Å.


Formula: C36H58FNO17P
Source: the OMol25 dataset
Level of theory: ωB97M-V/def2-TZVPD

Output
DFT total energy, eV: -86563.6100
HOMO energy, eV: -8.864
Total charge: +1
LUMO energy, eV: -2.08
Spin multiplicity: 1

XYZ file:
```
114
Properties=species:S:1:pos:R:3:forces:R:3:mulliken_charge:R:1
O -4.7630 7.1362 -3.7048 -0.1523 0.0087 0.1393 -0.587
H 7.7088 -6.0389 -3.1021 -0.0174 -0.0462 0.0585 0.348
H -0.4291 0.8129 4.8365 -0.0084 0.0505 0.0122 0.211
C 3.1014 -4.4104 1.2373 -0.5788 -1.3799 -0.5440 -0.819
C -0.0123 1.0572 3.8564 0.2148 -0.1725 0.0208 -0.083
H -1.0193 3.9691 -2.7315 -0.0282 -0.0540 -0.0350 0.238
H -2.2343 9.6694 -2.2121 0.0320 0.0131 0.0096 0.095
O -0.8497 2.0369 3.2290 -0.1294 -0.2685 -0.0248 -0.337
C -2.1796 5.8204 -2.8471 -2.2075 -1.1342 -4.5171 -0.406
C -0.8277 6.3169 0.3560 1.2559 0.0831 0.3275 -1.379
C -4.0857 9.4447 -3.2862 0.3681 -0.0883 0.4208 -0.652
C -0.1131 7.4952 -1.5783 0.7959 -1.8604 1.4102 0.548
H 0.4882 -4.3854 -3.2314 0.1806 0.1799 -0.2529 0.348
H 1.8423 -2.9630 7.1784 0.0590 0.1517 -0.0536 0.363
H -2.0558 5.7873 -0.6615 -4.3434 -2.0945 1.7703 -0.881
H 0.6918 -6.1484 -0.3846 -0.1826 -0.1876 -0.2880 0.718
C 0.2833 -8.1253 1.9502 0.6435 -0.2666 0.1341 -1.039
C 5.8035 -4.9749 -2.7439 0.1409 -0.1872 -0.4118 -0.392
C -3.2909 9.8940 -2.0610 0.0496 -0.0034 -0.1659 -0.410
H 6.8002 -5.6078 -4.5466 0.0058 -0.0114 -0.0190 0.268
O -0.9238 4.2282 2.9591 0.0872 0.4364 -0.0660 -0.618
O -1.6327 -0.6520 -2.8783 0.4079 -0.3790 0.1237 -0.787
F 0.5604 -5.0840 1.3143 -0.5348 -0.2586 0.1180 -0.239
H -3.5084 6.6017 -1.2891 0.7545 -1.4507 0.3791 0.138
H 5.9938 -4.9981 -1.6686 -0.0252 0.0614 0.0171 0.223
O -4.3585 4.0653 -0.6858 -0.1036 -0.3024 0.2922 -0.670
H -0.3199 -7.2987 1.6114 -0.2596 0.2603 -0.0286 0.189
O 4.5196 -6.8066 -3.4376 0.0050 -0.0987 -0.0093 -0.350
O -0.0960 7.9698 -2.6746 -0.0259 0.8451 -0.7213 -0.616
H -1.7921 6.1402 -1.5982 7.8141 3.2690 -0.2928 0.143
H -0.0054 0.1637 3.2404 -0.0695 0.0003 -0.0186 0.037
C 4.4258 -5.5500 -3.0025 0.2307 0.0996 0.1302 0.490
H -1.7243 6.8519 0.6717 -0.1570 0.0959 0.1307 0.266
H -2.7437 0.8490 -0.8686 0.1446 0.1799 -0.1339 0.374
O 1.1422 -1.9842 3.1429 0.0392 0.0888 -0.1233 -0.604
H -5.5022 0.6694 -1.0659 0.0033 0.0365 -0.0801 0.371
H -0.8198 5.3605 0.8698 0.0841 0.0233 0.2180 0.434
H 1.7134 3.8628 3.6657 -0.0740 0.1941 0.0996 0.266
C 1.2411 -7.6741 3.0222 -0.2453 -0.4182 2.4409 0.853
C -0.7959 6.2044 -1.1681 11.5123 4.0601 3.3832 0.274
C -3.8552 8.9953 -0.9701 0.0502 0.5230 0.2038 -0.349
C 5.9042 -7.2313 -3.4543 0.2641 -0.0216 -0.0507 -0.431
H 3.9959 -6.9896 1.6410 0.3577 -0.1220 0.1203 0.439
H 6.0634 -7.8752 -4.3133 -0.1766 -0.0235 -0.0361 0.321
C 0.3887 -3.9560 4.3789 -0.0789 0.1448 0.4375 0.380
H -1.2644 6.4040 -2.9106 -0.8129 -0.2079 -1.5375 0.055
C -1.9670 4.3368 -3.1312 -0.2688 0.0194 0.1100 -0.466
H 2.6682 -4.0803 6.0804 0.0003 0.0029 -0.0488 0.275
C -4.3905 7.9936 -2.9617 -0.6647 0.5538 -0.8236 0.642
H -3.3822 10.9531 -1.8312 -0.0705 -0.0324 0.0471 0.442
H -3.5173 9.5169 -4.2080 -0.1478 -0.0414 -0.1350 0.317
C -4.7070 -0.0521 -1.2327 0.0892 0.0565 0.0273 -0.631
O 0.5208 8.0393 -0.5159 -0.0845 0.7545 0.2968 -0.467
H 2.7136 -7.9136 0.9329 -0.2847 -0.2422 -0.1282 0.505
H -5.5321 -0.5629 -3.1921 0.0655 0.0177 -0.0369 0.262
H 3.0030 -2.6946 0.0223 -0.2050 0.1309 -0.9738 0.420
H -0.6355 -3.8672 4.0282 0.0437 -0.0372 -0.2122 0.416
H -1.2264 -3.9554 -3.0872 -0.3689 0.1575 -0.1519 0.449
H -2.8918 6.2365 -3.5592 -0.0245 -0.4260 0.0249 0.456
H 3.2321 -5.8563 -0.3434 0.0612 -0.3017 -0.2600 -0.292
H 0.4660 -5.1456 6.2395 0.0811 -0.0237 -0.0397 0.337
C 2.9348 -6.9832 1.4328 0.0479 0.6049 0.3397 -1.308
H 2.0643 -4.2137 -1.3615 0.1099 -0.7550 -0.1141 0.466
C 1.2559 -5.4409 0.2005 0.8967 0.4669 -0.2171 -0.427
C -0.3415 3.2740 3.3786 -0.0008 -0.0380 0.1293 0.523
H -3.5529 1.4342 -2.3396 0.1261 0.1013 0.0048 -0.041
H -0.3286 -3.5792 6.3765 0.0045 0.0145 0.0227 0.307
O 3.3603 -5.0115 -2.8340 -0.3954 0.1134 0.3204 -0.626
H -5.0289 9.9831 -3.3889 -0.0337 -0.0545 -0.0723 0.314
H -4.7536 9.4106 -0.5095 -0.0036 -0.0892 -0.0254 0.427
H -2.0214 4.0932 -4.1890 -0.0896 -0.0084 0.0097 0.443
C 0.9850 3.1973 4.1187 0.0714 -0.4604 -0.2786 -0.429
H 1.9709 1.3086 4.7557 -0.0483 0.0168 0.0505 0.351
H -0.5820 -5.4083 -2.3155 -0.3319 -0.3256 0.0663 0.382
H 4.1649 -4.3436 1.0855 0.3759 0.4914 0.2044 0.542
H 5.8670 -3.9535 -3.1069 -0.0986 0.0927 0.1750 0.375
H -5.5617 -1.9027 -2.0350 0.1118 -0.1200 -0.0884 0.376
C 1.1508 -2.6678 4.1316 -0.0044 -0.3071 -0.0727 0.472
H 0.3055 7.7761 1.5266 0.0622 0.1771 -0.0704 0.405
C 1.3573 1.7166 3.9562 -0.0178 0.2392 0.0692 -0.475
H -3.1265 8.7843 -0.1907 -0.0248 -0.2380 0.0435 0.148
C -0.3764 -4.3793 -2.5764 0.9984 -0.1290 0.3107 -1.134
H 0.8223 3.4803 5.1592 0.0017 0.0510 0.0002 0.282
C 0.4905 -4.1146 5.8957 -0.0365 -0.0234 -0.1104 -0.581
C 2.6745 -5.7658 0.5844 0.0687 0.4210 0.2309 1.187
O 2.3019 -6.8612 2.7072 -0.3638 -0.7018 0.0043 -0.373
H -0.3198 -8.8928 2.3968 -0.4504 -0.1443 0.1752 0.380
C 2.2825 -3.3665 0.4622 1.5485 0.6110 0.8835 -0.828
H 6.0956 -7.8031 -2.5450 -0.0449 0.0201 0.0253 0.262
O 1.9134 -2.3724 5.1952 0.0234 0.0309 0.1023 -0.382
H 1.3145 6.5744 0.7057 -0.0419 -0.0242 -0.0484 0.297
C 0.4017 7.1692 0.6307 -0.1122 -0.0761 -0.0358 -0.570
N 1.4869 -4.1419 -0.5152 -0.4770 0.8377 -1.0502 0.194
H 1.6907 -2.7261 1.0869 -0.7203 -0.1149 0.3800 0.341
H 0.8940 -4.7653 3.8487 -0.0158 -0.0098 -0.0465 -0.485
C -2.7780 -0.5451 -2.5089 -0.2820 0.4183 0.0116 0.435
H 2.8509 -4.4625 2.2824 0.0460 0.2812 0.4086 0.286
H 0.7762 -8.5791 1.1025 0.1878 0.0011 -0.3205 0.345
O -3.0414 3.6641 -2.4403 0.4318 -0.1876 -0.3452 -0.351
O 1.0603 -7.9566 4.2014 0.4287 0.8447 -2.3238 -0.569
C -5.0039 -1.0293 -2.3601 -0.2459 0.1071 0.1610 -0.458
C -2.8072 5.7900 -1.4525 -11.5920 -5.8966 0.3252 1.372
C -3.5191 4.4522 -1.4407 -0.2521 0.8446 -0.3698 0.504
H 1.8975 1.5852 3.0181 0.0028 -0.0610 -0.0082 0.252
O -3.7025 -1.4561 -2.8324 0.0357 -0.0808 0.0135 -0.348
H -0.1853 5.3629 -1.4999 -0.1654 -0.0136 -0.0371 0.192
H -0.2969 -1.5556 -2.1265 -0.3537 0.5852 -0.3233 0.476
O 0.3746 -1.9911 -1.5695 0.9804 -0.3650 0.0928 -0.409
C 1.8101 -3.4156 6.1919 -0.0701 -0.1512 0.1383 -0.513
P -0.1294 -3.4169 -1.0529 -1.5914 0.0808 0.6711 0.057
O -4.2075 7.7669 -1.6366 -1.8233 3.0105 -0.3624 -0.361
H -4.5496 -0.5998 -0.3024 -0.0235 -0.0107 0.0088 0.274
C 6.7077 -5.9396 -3.5130 -0.0596 0.0910 0.0731 -0.519
C -3.3901 0.5721 -1.6959 -0.3011 -0.5252 0.1855 0.117
```
Positions in Å, forces in eV/Å.